Entry 1:
{
  "formula": "C38H34FGaN6O7S3",
  "method": "ωB97M-V/def2-TZVPD",
  "gap_ev": 6.433,
  "relative_energy_kj_mol": 103.8,
  "elements": ["Ga", "S", "S", "S", "F", "O", "O", "O", "O", "O", "O", "O", "N", "N", "N", "N", "N", "N", "C", "C", "C", "C", "C", "C", "C", "C", "C", "C", "C", "C", "C", "C", "C", "C", "C", "C", "C", "C", "C", "C", "C", "C", "C", "C", "C", "C", "C", "C", "C", "C", "C", "C", "C", "C", "C", "C", "H", "H", "H", "H", "H", "H", "H", "H", "H", "H", "H", "H", "H", "H", "H", "H", "H", "H", "H", "H", "H", "H", "H", "H", "H", "H", "H", "H", "H", "H", "H", "H", "H", "H"],
  "xyz": [[-0.08499, 0.22622, -0.06411], [0.04986, 1.36713, -3.20268], [-0.63656, 2.93152, 1.30550], [-2.23849, -0.45934, 0.38026], [0.26082, -5.68614, 3.85747], [0.39970, 0.45232, -2.06098], [-1.10007, 2.03014, 2.32457], [0.36323, -1.18597, 1.69700], [1.61146, 0.84039, 0.39895], [0.60750, 3.59068, 1.54236], [3.50588, 1.55608, 1.29054], [-1.89359, 2.11469, -2.06404], [0.07963, -1.84185, -0.84174], [-0.83922, -2.64308, -0.50681], [-0.69055, 2.15107, -0.14470], [-2.65532, -3.12736, 0.65781], [-3.68986, -2.80950, 1.38191], [3.67957, -1.39472, 4.05987], [1.69344, -2.42731, 3.18789], [-5.32950, -6.02605, 2.02885], [-2.27425, 5.33767, 1.43055], [4.89674, -1.42553, 4.85999], [0.87488, 0.38346, -5.61610], [6.04128, -1.97570, 4.00636], [-0.25280, -0.51996, -5.13237], [-1.09891, 0.34022, -4.20966], [-2.27228, 3.84042, -0.44860], [3.04434, -3.07157, -3.48160], [-3.60469, 5.80681, -0.53645], [2.28595, -1.63124, -1.71915], [3.03344, -3.59440, 4.85495], [-6.54489, -4.27920, 3.13791], [1.83329, -3.74719, -3.45835], [3.50648, -0.38104, 3.19791], [0.84556, -3.37292, -2.56905], [2.46688, -0.28248, 2.32286], [-1.88672, -2.18445, 0.18443], [-4.56596, -3.74833, 1.88008], [-1.61466, 2.61472, -0.97047], [-3.15098, 6.15768, 0.72764], [-1.86000, 4.16947, 0.83142], [1.42532, -1.25982, 2.34201], [3.26598, -2.01308, -2.61184], [4.21034, -3.64569, 5.78438], [1.06456, -2.30680, -1.68841], [2.53783, 0.82283, 1.29007], [-5.63210, -3.34422, 2.68795], [2.15541, -4.65420, 4.78724], [2.81364, -2.46237, 4.04415], [-4.40952, -5.10317, 1.57318], [4.65965, -2.23343, 6.13229], [0.83064, -3.52647, 3.11862], [-6.40918, -5.61690, 2.79805], [-3.16622, 4.64044, -1.14352], [1.07750, -4.61769, 3.91036], [1.46447, 0.99550, -4.35984], [-3.47158, 7.09137, 1.16273], [3.80860, -3.35868, -4.18681], [-1.91186, 5.61954, 2.40577], [5.12830, -0.39092, 5.13483], [2.30165, -5.52271, 5.40892], [2.43457, -0.82070, -1.02495], [-4.29332, 6.45435, -1.06191], [2.10565, 0.29449, -3.83257], [-0.83891, -0.90070, -5.96786], [4.25111, 0.40496, 3.19861], [0.15802, -1.37219, -4.58652], [6.94632, -2.05579, 4.60140], [5.02965, -4.19307, 5.31089], [-0.10717, -3.87793, -2.54185], [-1.69781, -0.22395, -3.49891], [-3.48002, 4.36075, -2.13825], [-1.74297, 1.02165, -4.76259], [5.79025, -2.95478, 3.60707], [-3.56025, -5.38942, 0.97533], [-5.73474, -2.30218, 2.95553], [1.65704, -4.56735, -4.14006], [6.23606, -1.31191, 3.16782], [-0.00007, -3.50239, 2.43188], [-5.21104, -7.07257, 1.78863], [5.57472, -2.25396, 6.72423], [0.47417, 1.16569, -6.26685], [2.01570, 1.91291, -4.54985], [3.94440, -4.19152, 6.69035], [3.88129, -1.74697, 6.72354], [-7.36931, -3.96461, 3.76067], [-7.13835, -6.33486, 3.14204], [1.62774, -0.17395, -6.17505], [-3.85481, -1.81490, 1.57191], [4.21176, -1.49134, -2.63062]]
}

***

Entry 2:
{
  "formula": "C38H34FN7O3S5Sr",
  "method": "ωB97M-V/def2-TZVPD",
  "gap_ev": 4.012,
  "relative_energy_kj_mol": 122.7,
  "elements": ["Sr", "S", "S", "S", "S", "S", "F", "O", "O", "O", "N", "N", "N", "N", "N", "N", "N", "C", "C", "C", "C", "C", "C", "C", "C", "C", "C", "C", "C", "C", "C", "C", "C", "C", "C", "C", "C", "C", "C", "C", "C", "C", "C", "C", "C", "C", "C", "C", "C", "C", "C", "C", "C", "C", "C", "H", "H", "H", "H", "H", "H", "H", "H", "H", "H", "H", "H", "H", "H", "H", "H", "H", "H", "H", "H", "H", "H", "H", "H", "H", "H", "H", "H", "H", "H", "H", "H", "H", "H"],
  "xyz": [[0.60732, -0.91136, -3.35917], [2.85106, -1.97608, -1.48278], [8.61829, -2.05963, -2.16254], [5.75854, -2.19021, -1.33418], [3.55413, -0.95872, -4.84536], [6.37226, -1.38466, -3.99592], [-0.89060, -2.45795, 3.42745], [2.20844, 3.12160, -1.99334], [1.60097, 1.16839, -2.89212], [-0.01609, -0.54768, -0.99963], [-0.61959, -0.36387, 5.30315], [-1.61025, -3.57055, -3.16098], [-1.13351, 0.30017, 7.60611], [-1.65210, -2.32999, -3.34291], [0.67785, 2.48857, 1.61286], [-1.72277, 0.47070, -3.34594], [0.65826, -3.56499, -4.01358], [-1.38671, 4.40155, -1.88384], [-2.84524, -0.23480, -3.23298], [0.36122, 0.37278, -0.26876], [0.97719, -6.12859, -2.99708], [-4.05678, -2.40837, -3.06437], [7.00725, -1.89918, -2.48701], [-2.86088, -1.67568, -3.22518], [1.67210, 2.01673, -1.95929], [-0.41585, -0.18590, 3.89668], [0.57605, -0.59691, 6.09978], [-1.00267, 2.76897, -3.61947], [0.76242, 3.63821, 2.47201], [3.85344, 0.81707, -5.04169], [1.80679, -4.22909, -4.16076], [-1.91902, -0.93172, 7.26275], [-0.84228, 4.04884, -3.11142], [-0.02841, 1.06209, 3.44787], [4.67131, -1.38668, -3.56498], [-0.21674, -5.45372, -2.83494], [1.11205, 2.57084, 0.32565], [-1.70873, -1.21280, 5.75620], [-0.52217, 4.24520, 2.96603], [-0.31473, -1.03473, 1.64147], [-5.26483, -1.78619, -2.93876], [0.34166, 0.03554, 7.48911], [2.01459, -5.50776, -3.67847], [1.03605, 1.60285, -0.61927], [-1.69844, 1.79175, -2.90390], [-0.33140, -4.16658, -3.35306], [-2.08966, 3.44350, -1.16273], [4.35530, -1.78245, -2.30516], [0.29546, 4.94709, 1.92076], [-4.14967, 0.36540, -3.11384], [-0.54551, -1.22526, 2.97446], [0.09888, 0.21528, 1.18620], [0.25149, 1.26787, 2.09272], [-2.23369, 2.15769, -1.65684], [-5.28813, -0.37171, -2.97958], [-1.43509, 3.76989, 2.63245], [-1.25888, 5.40439, -1.49618], [-1.52862, -1.72717, 7.89394], [-2.96020, -0.75543, 7.52074], [-2.60271, -0.96460, 5.18844], [-4.22021, 1.44346, -3.15872], [-0.53829, 4.65038, 3.96898], [2.97109, -5.98781, -3.82716], [3.51015, 1.35805, -4.16257], [-6.18010, -2.35297, -2.83561], [0.61596, -0.62105, 8.31151], [1.55215, 3.51311, 0.02381], [-0.08727, 4.94341, 0.90886], [-6.23680, 0.15062, -2.91850], [-2.75602, 1.40411, -1.07774], [-1.35497, 0.99883, 6.88653], [1.09860, -7.12701, -2.59691], [1.61932, 3.64791, 3.13747], [0.85220, 5.82824, 2.20346], [0.05298, 1.87248, 4.15988], [-2.52234, 3.69561, -0.19928], [1.42909, -0.12701, 5.61982], [-0.55180, 2.50075, -4.56673], [0.84571, 0.99244, 7.60943], [3.27259, 1.13063, -5.90982], [-1.51156, -2.27964, 5.62697], [-0.42067, -1.84046, 0.92722], [-0.26902, 4.77389, -3.67510], [-1.06291, -5.88673, -2.32093], [-1.37607, 0.66739, 8.52367], [2.59596, -3.70313, -4.68535], [-3.98111, -3.48719, -3.06004], [4.90711, 0.99612, -5.24306], [0.79784, -1.66640, 6.20107]]
}

***

Entry 3:
{
  "formula": "C38H34N5P2PtSSe2",
  "method": "ωB97M-V/def2-TZVPD",
  "total_charge": 1,
  "s2": 2.01,
  "spin_multiplicity": 3,
  "gap_ev": [6.577, 4.361],
  "relative_energy_kj_mol": 105.1,
  "elements": ["Pt", "Se", "Se", "S", "P", "P", "N", "N", "N", "N", "N", "C", "C", "C", "C", "C", "C", "C", "C", "C", "C", "C", "C", "C", "C", "C", "C", "C", "C", "C", "C", "C", "C", "C", "C", "C", "C", "C", "C", "C", "C", "C", "C", "C", "C", "C", "C", "C", "C", "H", "H", "H", "H", "H", "H", "H", "H", "H", "H", "H", "H", "H", "H", "H", "H", "H", "H", "H", "H", "H", "H", "H", "H", "H", "H", "H", "H", "H", "H", "H", "H", "H", "H"],
  "xyz": [[-0.32262, -2.28926, -2.95900], [0.22196, -2.44708, 4.25927], [0.18497, 0.48540, -3.03174], [-4.58267, -3.29486, -4.09138], [0.07574, 0.75311, -0.90242], [-0.16172, -0.76785, 3.02467], [-2.38623, -2.39466, -3.09518], [-0.03340, -2.64241, 1.22900], [0.03946, -2.99587, -0.01417], [1.60708, -2.61918, -3.23062], [0.07816, -1.93750, -0.76780], [-2.09704, 0.57158, 4.50220], [1.56102, 2.97960, 0.00098], [-4.18493, -0.17397, 2.83053], [0.88935, 1.84418, 3.55143], [-4.43767, 0.58527, 3.96266], [3.24830, 2.26918, 3.36518], [2.40181, 0.07642, 2.91176], [-4.34733, -0.34327, -0.73514], [-2.67908, 2.86430, 1.25276], [2.75491, -2.61027, -3.16724], [-1.84050, -0.14958, 3.33986], [1.56853, 1.64716, -0.38802], [4.73266, -2.98612, -4.50709], [4.71203, -1.26437, -2.67228], [-3.22753, 3.12828, -1.07003], [-3.23288, -0.89907, -1.31937], [-5.62801, -0.68119, -1.17899], [2.77292, 0.97555, -0.57650], [-3.39438, 0.95132, 4.79988], [4.19748, -2.64439, -3.10945], [-2.86999, -3.19211, -4.00400], [-0.05622, -1.29625, 1.31019], [1.96528, 2.71215, 3.63896], [-5.80984, -1.58526, -2.20539], [-2.88897, -0.54242, 2.51459], [4.59504, -3.72149, -2.08874], [3.46739, 0.95030, 2.99372], [-3.48374, 3.41086, 0.26313], [0.02912, -0.81519, -0.00600], [3.96494, 2.96497, 0.01770], [3.97024, 1.63415, -0.37546], [-4.68507, -2.14993, -2.79203], [-2.16715, 2.31073, -1.41780], [1.11109, 0.52327, 3.18802], [2.76600, 3.63169, 0.20935], [-1.35160, 1.77794, -0.42765], [-3.39040, -1.79505, -2.37142], [-1.61046, 2.05298, 0.90975], [4.90828, 1.12149, -0.53825], [-2.23792, -0.65323, -0.98747], [-2.69311, -1.14507, 1.63715], [-6.49124, -0.23458, -0.70640], [5.67854, -3.75195, -1.99964], [4.45767, -2.21418, -5.22294], [-1.98358, 2.07171, -2.45676], [2.76923, 4.67008, 0.50647], [2.74380, -0.05707, -0.90250], [-4.31505, 4.04543, 0.53601], [2.55964, -0.96461, 2.65384], [-5.00212, -0.49259, 2.19930], [-6.79705, -1.83290, -2.56119], [4.90203, 3.48069, 0.17278], [-0.96449, 1.63809, 1.67051], [5.78595, -1.21316, -2.83802], [-0.10696, 2.19861, 3.77536], [-1.28870, 0.81877, 5.17631], [5.81751, -3.05061, -4.46390], [-3.59335, 1.51927, 5.69606], [4.08101, 2.95168, 3.44575], [4.52022, -1.10471, -1.61453], [-5.44875, 0.87842, 4.20332], [-3.85458, 3.54460, -1.84373], [4.34288, -3.94036, -4.85328], [4.23618, -0.46793, -3.24219], [0.62718, 3.50826, 0.12937], [4.16913, -3.50362, -1.11091], [-4.22708, 0.36895, 0.06826], [4.46702, 0.60323, 2.77527], [4.24352, -4.70070, -2.40558], [-2.25986, -3.75799, -4.68948], [1.79431, 3.73883, 3.92641], [-2.88635, 3.06538, 2.29394]]
}

***

Entry 4:
{
  "formula": "C38H35As2MoNO2S",
  "method": "ωB97M-V/def2-TZVPD",
  "total_charge": 2,
  "gap_ev": 6.253,
  "relative_energy_kj_mol": 217.1,
  "elements": ["Mo", "As", "As", "S", "O", "O", "N", "C", "C", "C", "C", "C", "C", "C", "C", "C", "C", "C", "C", "C", "C", "C", "C", "C", "C", "C", "C", "C", "C", "C", "C", "C", "C", "C", "C", "C", "C", "C", "C", "C", "C", "C", "C", "C", "C", "H", "H", "H", "H", "H", "H", "H", "H", "H", "H", "H", "H", "H", "H", "H", "H", "H", "H", "H", "H", "H", "H", "H", "H", "H", "H", "H", "H", "H", "H", "H", "H", "H", "H", "H"],
  "xyz": [[0.53372, -0.62989, 0.18273], [0.16152, 1.59682, -1.31038], [-1.96610, 0.08552, 0.43041], [-0.74537, -2.35335, 1.00713], [2.07741, 0.81502, 0.76909], [2.25985, -0.25842, -1.08057], [2.23868, -2.52881, 0.97249], [0.71347, 4.32793, -2.18543], [1.60440, 6.06724, -0.78199], [4.31702, -3.73564, 1.14916], [-5.81001, -1.37142, 1.32029], [2.69007, 0.64110, -0.31425], [-1.99003, 1.20419, 2.01625], [-3.55131, -1.04126, 0.57290], [-5.89587, -2.51849, 0.54790], [-1.10691, 1.56423, 4.22743], [0.90167, 3.40950, -1.15236], [-3.65438, -2.17251, -0.23344], [-1.08174, 0.88186, 3.02354], [0.48964, 0.87827, -3.09330], [-2.92888, 2.91152, 3.42151], [1.38994, 3.83749, 0.07847], [-2.03655, 2.57386, 4.42496], [-4.81961, -2.91906, -0.22992], [3.70812, -4.88935, 1.53833], [0.22190, -3.72813, 1.49613], [0.86111, -0.36271, -5.55087], [-0.44592, -4.82688, 1.98757], [1.50274, 0.83146, -5.27233], [0.25583, -5.98075, 2.33618], [1.61708, -3.68154, 1.36451], [-1.69908, 2.27281, -1.43399], [1.61287, -6.01497, 2.16150], [1.33346, 1.44850, -4.04074], [-2.91276, 2.22974, 2.21550], [-0.12578, -0.34410, -3.36815], [2.31066, -4.88287, 1.69631], [3.56755, -2.55915, 0.93128], [4.37987, -1.33394, 0.68536], [3.82786, 1.52490, -0.71780], [1.08486, 5.65064, -1.99771], [-2.68057, 1.17470, -1.06071], [0.05804, -0.96164, -4.59217], [1.74967, 5.16368, 0.25642], [-4.63535, -0.63623, 1.34611], [-1.51938, -4.78204, 2.08150], [-4.89147, -3.80892, -0.83738], [-1.77662, 3.10591, -0.72114], [-0.42888, -1.90010, -4.80865], [4.39374, 1.85698, 0.15073], [-0.35704, 0.06784, 2.86233], [1.49435, 3.12788, 0.89638], [5.38751, -3.68840, 1.01441], [-0.41436, 1.30292, 5.01152], [-6.80340, -3.10196, 0.54761], [-2.80825, -2.48586, -0.84455], [-0.27622, -6.83302, 2.72587], [-0.77127, -0.81626, -2.61093], [1.87355, 7.10334, -0.64239], [5.39548, -1.48735, 1.04368], [4.43044, -1.13983, -0.38823], [-3.67682, 1.56568, -0.79389], [2.17434, -6.91223, 2.37035], [-2.06664, 3.09637, 5.36725], [0.95876, 6.36471, -2.79662], [0.99118, -0.83379, -6.51293], [4.46895, 1.00758, -1.42779], [-1.88878, 2.68071, -2.43661], [-3.64755, 3.70038, 3.57941], [1.86077, 2.37169, -3.81960], [3.95915, -0.48470, 1.22141], [-6.66000, -1.04762, 1.90326], [0.26782, 4.00954, -3.12446], [2.13558, 5.49046, 1.20771], [-2.83218, 0.46566, -1.89050], [4.27396, -5.78351, 1.74650], [-4.55291, 0.24306, 1.97913], [-3.62046, 2.48602, 1.43113], [2.13190, 1.28638, -6.02130], [3.41195, 2.41260, -1.20654]]
}

***

| no. | total energy (hartree) |
| --- | --- |
| 1 | -5542.99098 |
| 2 | -4199.00966 |
| 3 | -7745.09885 |
| 4 | -6611.68088 |